[1]
DFT (ωB97M-V with the def2-TZVPD basis set) results for a structure of composition C40H18BF25GeN4OPtS2 at a distorted geometry.

## Properties
* spin multiplicity: 1
* highest occupied orbital energy: -9.23 eV
* ΔE to the lowest compared entry with this formula, charge and spin: 1.129 eV

Last column: Mulliken charge in e.
CARTESIAN COORDINATES (ANGSTROEM)
1 Pt -0.900 0.658 0.493  2.87
2 S -2.013 5.564 6.083  0.14
3 N -0.636 5.039 5.431  -0.68
4 C -0.963 4.143 4.516  0.77
5 C -0.033 3.416 3.673  0.85
6 C 1.355 3.565 3.731  -0.85
7 C 2.142 2.834 2.874  -0.77
8 C 1.536 1.966 1.969  -0.40
9 N 0.224 1.820 1.920  0.26
10 C -0.567 2.524 2.750  -0.77
11 C -2.011 2.308 2.644  -0.53
12 N -2.440 1.411 1.736  -0.28
13 C -3.732 1.167 1.590  -0.12
14 C -4.686 1.819 2.366  -0.99
15 C -4.276 2.743 3.299  -0.65
16 C -2.911 2.996 3.451  0.70
17 C -2.364 3.941 4.405  0.75
18 N -3.069 4.686 5.239  -0.70
19 H 1.783 4.254 4.447  0.56
20 H 3.219 2.920 2.887  0.63
21 H 2.107 1.372 1.269  0.06
22 H -3.990 0.436 0.834  0.20
23 H -5.732 1.592 2.218  0.52
24 H -4.985 3.277 3.917  0.55
25 F 0.005 -2.636 3.019  -0.30
26 B 0.190 -1.300 2.831  -0.32
27 F 0.226 -0.559 3.991  -0.38
28 F -0.982 -0.778 2.055  -0.44
29 F 1.299 -1.019 2.016  0.21
30 C -4.915 -1.250 -2.426  -1.68
31 C -3.730 -2.077 -1.913  2.03
32 C -4.228 -3.196 -0.990  -1.62
33 C -2.965 -2.682 -3.097  -1.60
34 C -2.817 -1.199 -1.163  -0.48
35 C -2.051 -0.472 -0.589  1.10
36 H -5.585 -1.884 -3.009  0.45
37 H -4.571 -0.432 -3.061  0.29
38 H -5.482 -0.824 -1.596  0.29
39 H -4.899 -3.858 -1.540  0.44
40 H -4.771 -2.785 -0.137  0.33
41 H -3.392 -3.783 -0.610  0.20
42 H -3.624 -3.341 -3.668  0.48
43 H -2.110 -3.261 -2.746  0.19
44 H -2.595 -1.899 -3.760  0.30
45 F 3.909 1.125 -1.151  -0.49
46 C 4.334 0.537 -0.024  0.65
47 C 3.771 -0.663 0.384  0.07
48 C 4.282 -1.221 1.545  -0.05
49 F 3.807 -2.372 2.019  -0.37
50 C 5.289 -0.613 2.276  0.26
51 F 5.751 -1.171 3.392  -0.32
52 C 5.815 0.591 1.843  0.55
53 F 6.777 1.188 2.540  -0.33
54 C 5.337 1.173 0.682  0.39
55 F 5.846 2.331 0.257  -0.34
56 Ge 2.285 -1.410 -0.665  0.09
57 S 0.791 0.188 -1.027  -0.48
58 C 1.873 -3.254 -0.192  0.71
59 C 0.604 -3.746 0.038  -0.54
60 F -0.449 -2.934 -0.029  -0.33
61 C 0.375 -5.077 0.334  0.17
62 F -0.861 -5.522 0.557  -0.30
63 C 1.445 -5.951 0.401  0.56
64 F 1.242 -7.232 0.687  -0.31
65 C 2.730 -5.495 0.156  0.15
66 F 3.758 -6.342 0.196  -0.31
67 C 2.917 -4.161 -0.146  0.61
68 F 4.163 -3.742 -0.423  -0.39
69 C 2.886 -1.606 -2.542  0.34
70 C 1.942 -2.025 -3.468  -0.34
71 F 0.709 -2.354 -3.058  -0.05
72 C 2.219 -2.156 -4.816  -0.26
73 F 1.283 -2.563 -5.673  -0.29
74 C 3.495 -1.871 -5.270  0.75
75 F 3.787 -1.998 -6.560  -0.30
76 C 4.472 -1.475 -4.374  0.07
77 F 5.707 -1.224 -4.807  -0.30
78 C 4.156 -1.357 -3.032  0.21
79 F 5.148 -0.999 -2.206  -0.31
80 C -0.240 3.344 -2.464  -2.02
81 C -1.378 3.036 -1.495  0.90
82 O -0.896 2.437 -0.327  -0.27
83 C -2.486 2.270 -2.242  0.30
84 F -3.493 1.907 -1.433  -0.15
85 F -3.013 3.030 -3.216  -0.29
86 F -1.995 1.178 -2.825  -0.19
87 C -1.948 4.368 -0.930  0.41
88 F -2.939 4.156 -0.047  -0.19
89 F -2.418 5.188 -1.875  -0.26
90 F -0.979 5.030 -0.279  -0.26
91 H 0.103 2.423 -2.929  0.38
92 H 0.583 3.776 -1.900  0.40
93 H -0.561 4.043 -3.235  0.49

=====

[2]
DFT (ωB97M-V with the def2-TZVPD basis set) results for a structure of composition C40H24Cl3N8O3Ta at a distorted geometry.

## Properties
* spin multiplicity: 1
* highest occupied orbital energy: -13.03 eV
* ΔE to the lowest compared entry with this formula, charge and spin: 2.335 eV
* charge: +2

Last column: Mulliken charge in e.
CARTESIAN COORDINATES (ANGSTROEM)
1 Ta 0.123 -0.062 0.110  1.45
2 Cl 6.354 -0.401 2.906  -0.15
3 C 5.084 -0.442 1.760  -0.03
4 C 3.780 -0.630 2.193  -1.25
5 C 2.743 -0.645 1.269  0.42
6 N 1.396 -0.833 1.545  0.80
7 C 0.959 -1.243 2.772  0.17
8 O 1.501 -1.062 3.840  -0.65
9 C -0.330 -2.005 2.660  0.45
10 C -0.887 -2.568 3.803  -0.54
11 C -2.046 -3.317 3.684  -0.61
12 C -2.568 -3.512 2.414  -0.95
13 C -1.947 -2.913 1.327  0.22
14 N -0.859 -2.162 1.442  -0.14
15 C 3.012 -0.474 -0.114  0.25
16 C 4.325 -0.313 -0.539  -0.73
17 C 5.356 -0.287 0.393  0.04
18 Cl 6.967 -0.066 -0.138  -0.16
19 N 1.853 -0.522 -0.897  0.64
20 C 1.933 -0.658 -2.259  -0.08
21 O 2.822 -0.280 -2.991  -0.63
22 C 0.721 -1.372 -2.799  0.61
23 C 0.678 -1.782 -4.127  -0.76
24 C -0.427 -2.487 -4.574  -0.53
25 C -1.437 -2.778 -3.668  -1.18
26 C -1.311 -2.336 -2.360  0.17
27 N -0.263 -1.639 -1.934  0.12
28 H 3.576 -0.769 3.243  0.76
29 H -0.395 -2.415 4.750  0.55
30 H -2.520 -3.746 4.553  0.52
31 H -3.438 -4.126 2.261  0.53
32 H -2.330 -3.068 0.329  0.19
33 H 4.556 -0.199 -1.587  0.75
34 H 1.510 -1.549 -4.774  0.58
35 H -0.498 -2.805 -5.603  0.51
36 H -2.306 -3.340 -3.970  0.50
37 H -2.084 -2.550 -1.633  0.38
38 Cl -6.674 -0.937 2.891  -0.17
39 C -5.088 -0.492 2.405  -0.03
40 C -4.109 -0.247 3.375  -0.89
41 C -2.838 0.135 3.009  -0.43
42 C -2.471 0.211 1.657  0.54
43 O -1.231 0.452 1.284  -0.54
44 C -3.467 -0.034 0.664  0.05
45 C -3.196 0.172 -0.728  -0.08
46 N -2.013 0.352 -1.211  0.59
47 C -1.794 0.726 -2.538  0.17
48 C -2.616 0.436 -3.611  -0.31
49 C -2.298 0.871 -4.904  -1.38
50 C -1.188 1.639 -5.130  -0.74
51 C -0.333 1.983 -4.061  1.17
52 C 0.784 2.827 -4.223  -0.80
53 C 1.509 3.182 -3.114  -1.28
54 C 1.187 2.609 -1.881  -0.10
55 N 0.207 1.747 -1.705  -0.09
56 C -0.606 1.480 -2.760  0.04
57 C -4.771 -0.369 1.066  -1.11
58 H -4.368 -0.351 4.416  0.54
59 H -2.098 0.352 3.766  0.58
60 H -4.074 0.237 -1.374  0.51
61 H -3.514 -0.144 -3.471  0.44
62 H -2.954 0.620 -5.724  0.47
63 H -0.963 2.009 -6.118  0.50
64 H 1.044 3.189 -5.205  0.51
65 H 2.337 3.866 -3.180  0.52
66 H 1.752 2.884 -1.005  0.58
67 H -5.535 -0.536 0.319  0.52
68 N 0.540 3.312 5.855  -0.43
69 C 1.027 3.117 4.841  -0.29
70 C 1.639 2.845 3.588  0.24
71 C 2.975 3.174 3.353  -0.38
72 C 3.503 2.875 2.111  -1.58
73 C 2.704 2.237 1.173  0.12
74 N 1.424 1.917 1.396  0.24
75 C 0.900 2.230 2.577  -0.39
76 H 3.564 3.661 4.116  0.57
77 H 4.522 3.126 1.862  0.54
78 H 3.122 1.983 0.210  0.67
79 H -0.150 2.013 2.725  0.70